# 1
{
  "formula": "C6H15N3O",
  "method": "ωB97M-V/def2-TZVPD",
  "e_homo_ev": -7.491,
  "energy_ev": -12980.8926,
  "relative_energy_kj_mol": 267.81,
  "lumo_ev": 0.64,
  "gap_ev": 8.13,
  "species": ["O", "N", "N", "N", "C", "C", "C", "C", "C", "C", "H", "H", "H", "H", "H", "H", "H", "H", "H", "H", "H", "H", "H", "H", "H"],
  "coordinates": [[-1.574, -1.892, 0.567], [-1.009, 1.685, 0.480], [-1.810, 0.224, -1.145], [0.796, -1.477, 0.101], [-0.702, -1.031, 0.829], [1.758, 1.066, -0.248], [0.755, -0.155, -2.206], [0.614, 0.233, -0.760], [-0.511, -0.668, 2.297], [-0.751, 0.429, -0.197], [0.472, -2.191, -0.549], [1.643, 2.084, -0.639], [-2.292, -0.657, -0.966], [0.616, 0.750, -2.811], [-2.503, 0.963, -1.142], [-0.014, -0.861, -2.513], [1.412, -1.834, 0.831], [2.717, 0.688, -0.606], [0.013, -1.466, 2.829], [1.745, -0.564, -2.420], [0.050, 0.240, 2.525], [-1.480, -0.530, 2.776], [1.772, 1.133, 0.839], [-1.514, 1.604, 1.356], [-0.203, 2.225, 0.773]],
  "nbo_charge": [-0.775, -0.849, -0.876, -0.790, 0.548, -0.681, -0.673, 0.382, -0.700, 0.076, 0.401, 0.235, 0.399, 0.241, 0.379, 0.250, 0.391, 0.229, 0.217, 0.215, 0.196, 0.236, 0.225, 0.371, 0.355]
}

# 2
{
  "formula": "C6H15N3O",
  "method": "ωB97M-V/def2-TZVPD",
  "e_homo_ev": -6.928,
  "smiles": "CC(=O)N(C)C.N/C=C/N",
  "energy_ev": -12981.6918,
  "relative_energy_kj_mol": 190.70,
  "lumo_ev": 0.88,
  "gap_ev": 7.81,
  "species": ["O", "N", "N", "N", "C", "C", "C", "C", "C", "C", "H", "H", "H", "H", "H", "H", "H", "H", "H", "H", "H", "H", "H", "H", "H"],
  "coordinates": [[-0.213, -1.429, -1.411], [-1.168, 0.566, 1.938], [0.669, 0.630, -0.962], [0.422, -2.582, 0.800], [-0.929, -0.682, 1.296], [0.161, -1.480, 1.545], [0.559, 2.008, -0.534], [-0.408, -0.219, -1.053], [2.002, 0.075, -0.865], [-1.744, 0.426, -1.342], [-1.988, 0.539, 2.535], [0.951, -1.096, 2.191], [1.145, 2.173, 0.378], [0.945, 2.670, -1.311], [-0.374, 0.869, 2.488], [0.031, -2.313, -0.319], [1.400, -2.846, 0.820], [2.708, 0.720, -1.391], [-0.461, 2.305, -0.294], [2.314, -0.021, 0.182], [2.012, -0.910, -1.325], [-1.653, 1.111, -2.187], [-1.818, -1.145, 0.891], [-2.457, -0.358, -1.585], [-2.106, 0.989, -0.485]],
  "nbo_charge": [-0.716, -0.846, -0.445, -0.843, -0.182, -0.001, -0.410, 0.729, -0.415, -0.711, 0.362, 0.163, 0.192, 0.195, 0.358, 0.445, 0.362, 0.199, 0.228, 0.184, 0.240, 0.231, 0.202, 0.241, 0.238]
}

# 3
{
  "formula": "C6H15N3O2P",
  "method": "ωB97M-V/def2-TZVPD",
  "e_homo_ev": -12.956,
  "total_charge": 1,
  "energy_ev": -24311.3875,
  "relative_energy_kj_mol": 309.46,
  "lumo_ev": -3.31,
  "gap_ev": 9.65,
  "species": ["P", "O", "O", "N", "N", "N", "C", "C", "C", "C", "C", "C", "H", "H", "H", "H", "H", "H", "H", "H", "H", "H", "H", "H", "H", "H", "H"],
  "coordinates": [[-2.431, 1.145, 0.874], [0.297, -1.112, 1.095], [1.843, -2.154, -0.031], [3.600, -0.024, 0.138], [-1.903, -1.945, 0.107], [-3.872, -1.204, -0.638], [2.264, 0.240, 0.414], [-2.763, -1.038, 0.000], [-0.704, 1.505, 0.666], [0.026, 1.181, -0.684], [1.536, 1.369, -0.422], [1.297, -1.056, 0.448], [3.844, -0.018, -0.870], [2.668, -1.826, -0.355], [1.968, 1.432, -1.434], [-0.283, 0.835, 1.526], [-0.978, -1.736, 0.660], [4.159, 0.551, 0.776], [-2.732, 1.712, -0.384], [-0.716, 2.537, 0.962], [2.134, 0.549, 1.397], [-4.544, -0.387, -0.619], [-0.177, 0.068, -0.814], [1.765, 2.308, 0.207], [-0.209, 1.974, -1.453], [-1.943, -2.916, -0.298], [-4.147, -1.992, -1.270]],
  "nbo_charge": [0.655, -0.648, -0.622, -0.857, -0.789, -0.791, -0.146, 0.395, -0.796, -0.423, -0.411, 0.819, 0.388, 0.502, 0.218, 0.267, 0.456, 0.412, -0.051, 0.260, 0.223, 0.425, 0.214, 0.224, 0.247, 0.409, 0.422]
}

# 4
{
  "formula": "C6H15N3S2",
  "method": "ωB97M-V/def2-TZVPD",
  "e_homo_ev": -16.731,
  "total_charge": 2,
  "energy_ev": -32587.9674,
  "relative_energy_kj_mol": 229.56,
  "lumo_ev": -8.57,
  "gap_ev": 8.16,
  "species": ["S", "S", "N", "N", "N", "C", "C", "C", "C", "C", "C", "H", "H", "H", "H", "H", "H", "H", "H", "H", "H", "H", "H", "H", "H", "H"],
  "coordinates": [[0.492, 2.566, 0.884], [2.361, -0.300, -0.982], [-0.448, -0.136, -0.590], [-2.181, 1.210, -1.275], [0.907, -1.016, 1.052], [-1.345, -1.223, -0.278], [3.742, -1.118, 0.071], [-0.110, 2.278, -0.963], [-2.146, -0.868, 0.957], [0.942, -0.389, -0.167], [-0.894, 1.064, -0.912], [-2.039, -1.303, -1.117], [0.898, 2.175, -1.463], [-2.757, 0.420, -1.385], [-2.786, 0.045, 0.919], [-1.426, -0.565, 1.814], [-0.838, -2.156, -0.087], [1.047, 3.747, 0.575], [-2.863, -1.714, 1.183], [-0.104, -1.133, 1.340], [4.665, -0.854, -0.364], [3.540, -0.617, 1.018], [-2.464, 2.173, -1.472], [-0.660, 3.191, -1.335], [3.565, -2.202, -0.025], [1.600, -1.225, 1.733]],
  "nbo_charge": [-0.026, 0.521, -0.409, -0.674, -0.736, -0.268, -0.623, -0.576, -0.646, 0.293, 0.571, 0.240, 0.294, 0.430, 0.251, 0.206, 0.265, 0.189, 0.287, 0.424, 0.282, 0.237, 0.455, 0.288, 0.271, 0.456]
}

# 5
{
  "formula": "C6H15N3S2",
  "method": "ωB97M-V/def2-TZVPD",
  "e_homo_ev": -15.311,
  "total_charge": 2,
  "energy_ev": -32588.9240,
  "relative_energy_kj_mol": 137.26,
  "lumo_ev": -7.05,
  "gap_ev": 8.26,
  "species": ["S", "S", "N", "N", "N", "C", "C", "C", "C", "C", "C", "H", "H", "H", "H", "H", "H", "H", "H", "H", "H", "H", "H", "H", "H", "H"],
  "coordinates": [[0.765, 2.263, 0.506], [-1.506, 0.091, 0.825], [3.262, -0.308, -0.874], [-3.340, 0.195, -1.592], [1.110, -0.127, -0.091], [0.128, 0.701, 0.361], [-2.214, 1.655, 1.431], [1.253, -2.254, 0.997], [2.294, 1.760, -0.126], [2.269, 0.447, -0.475], [0.851, -1.545, -0.183], [-0.272, -1.538, -0.248], [-2.810, 0.576, -2.399], [3.133, -1.273, -0.696], [2.959, 2.516, -0.528], [1.314, -2.024, -1.200], [-4.357, 0.517, -1.781], [-1.697, 1.804, 2.394], [4.286, -0.012, -0.909], [0.823, -1.757, 1.904], [-3.321, -0.819, -1.446], [2.309, -2.300, 1.104], [-3.280, 1.566, 1.663], [-3.031, 0.578, -0.682], [-1.788, 2.581, 0.842], [0.861, -3.294, 1.204]],
  "nbo_charge": [0.639, 0.284, -0.765, -0.894, -0.340, -0.128, -0.794, -0.662, -0.492, 0.373, -0.231, 0.207, 0.469, 0.402, 0.289, 0.253, 0.472, 0.272, 0.457, 0.230, 0.464, 0.230, 0.282, 0.446, 0.258, 0.279]
}

# 6
{
  "formula": "C6H15N5O",
  "method": "ωB97M-V/def2-TZVPD",
  "e_homo_ev": -17.208,
  "total_charge": 2,
  "smiles": "C[NH2+]C[C@H](O)C1=NN=C[C@@]1(N)[NH3+]",
  "energy_ev": -15943.2324,
  "relative_energy_kj_mol": 295.53,
  "lumo_ev": -8.20,
  "gap_ev": 9.01,
  "species": ["O", "N", "N", "N", "N", "N", "C", "C", "C", "C", "C", "C", "H", "H", "H", "H", "H", "H", "H", "H", "H", "H", "H", "H", "H", "H", "H"],
  "coordinates": [[0.925, 1.016, 1.130], [-1.082, -1.189, 0.952], [2.837, -0.034, -0.249], [-2.549, 0.863, -1.574], [-2.839, 1.307, 0.683], [-2.330, -1.713, 0.878], [0.464, 0.350, 0.010], [4.077, -0.885, -0.020], [-3.103, -1.096, 0.051], [-0.934, -0.163, 0.176], [1.554, -0.694, -0.211], [-2.357, 0.198, -0.423], [1.519, -1.387, 0.668], [1.492, -1.304, -1.103], [0.744, 1.011, -0.851], [-1.952, 1.640, -1.784], [-4.150, -1.457, -0.087], [-2.743, 1.009, 1.598], [2.689, 0.765, 0.493], [-3.905, 1.579, 0.557], [-3.086, 0.418, -2.232], [1.069, 0.495, 1.882], [3.786, -1.931, 0.054], [-2.273, 2.162, 0.684], [4.695, -0.897, -0.819], [4.608, -0.465, 0.807], [2.846, 0.404, -1.272]],
  "nbo_charge": [-0.702, -0.201, -0.538, -0.813, -0.725, -0.178, 0.042, -0.405, 0.047, 0.172, -0.248, 0.238, 0.245, 0.242, 0.206, 0.413, 0.278, 0.428, 0.475, 0.471, 0.429, 0.499, 0.244, 0.438, 0.243, 0.250, 0.450]
}

# 7
{
  "formula": "C6H15NNaO6S",
  "method": "ωB97M-V/def2-TZVPD",
  "e_homo_ev": -3.815,
  "total_charge": -1,
  "energy_ev": -35492.4047,
  "relative_energy_kj_mol": 0.00,
  "lumo_ev": 1.23,
  "gap_ev": 5.04,
  "species": ["S", "Na", "O", "O", "O", "O", "O", "O", "N", "C", "C", "C", "C", "C", "C", "H", "H", "H", "H", "H", "H", "H", "H", "H", "H", "H", "H", "H", "H", "H"],
  "coordinates": [[4.107, -12.929, -10.195], [1.155, -12.954, -8.785], [4.919, -13.559, -9.145], [3.210, -14.019, -10.691], [3.243, -11.828, -9.679], [4.523, -16.482, -7.378], [4.907, -12.359, -11.278], [0.074, -15.056, -11.130], [2.492, -16.461, -9.592], [1.051, -16.007, -11.524], [-0.022, -13.895, -11.944], [1.373, -16.980, -10.404], [2.246, -16.813, -8.187], [3.199, -16.038, -7.297], [5.385, -15.669, -6.627], [5.191, -14.616, -6.847], [2.853, -16.019, -6.253], [6.411, -15.954, -6.853], [2.294, -17.886, -7.991], [1.990, -15.538, -11.840], [0.182, -14.097, -12.997], [0.717, -16.537, -12.427], [0.401, -17.036, -9.888], [0.764, -13.226, -11.591], [5.310, -15.791, -5.534], [1.737, -17.956, -10.734], [1.232, -16.497, -7.898], [2.668, -15.476, -9.831], [-1.003, -13.481, -11.717], [3.014, -14.995, -7.600]],
  "nbo_charge": [2.591, 0.963, -1.095, -1.166, -1.179, -0.522, -1.064, -0.580, -0.663, -0.092, -0.259, -0.241, -0.218, -0.052, -0.248, 0.213, 0.136, 0.185, 0.179, 0.233, 0.180, 0.145, 0.157, 0.199, 0.129, 0.188, 0.130, 0.431, 0.166, 0.157]
}

# 8
{
  "formula": "C6H15NO",
  "method": "ωB97M-V/def2-TZVPD",
  "e_homo_ev": -7.832,
  "smiles": "CC/C=C/NCC.O",
  "energy_ev": -10000.9214,
  "relative_energy_kj_mol": 273.61,
  "lumo_ev": 0.78,
  "gap_ev": 8.61,
  "species": ["O", "N", "C", "C", "C", "C", "C", "C", "H", "H", "H", "H", "H", "H", "H", "H", "H", "H", "H", "H", "H", "H", "H"],
  "coordinates": [[-3.001, -1.545, -0.743], [1.594, -0.312, 1.588], [1.076, -1.712, 1.634], [-0.614, 2.364, -1.183], [1.131, 0.522, -0.701], [0.599, 1.565, -1.653], [-0.309, -1.738, 1.152], [1.329, 0.669, 0.622], [1.220, -0.425, -1.067], [1.353, 2.296, -1.898], [-0.537, -2.677, 0.685], [1.186, -2.188, 2.624], [1.671, 0.161, 2.466], [-2.907, -1.663, -1.786], [-1.114, 2.853, -1.993], [-2.271, -0.996, -0.558], [0.203, 1.197, -2.575], [1.645, -2.400, 0.967], [-1.428, 1.893, -0.600], [-0.986, -1.740, 2.006], [1.120, 1.644, 1.175], [-0.341, 3.238, -0.570], [-0.622, -1.006, 0.407]],
  "nbo_charge": [-0.927, -0.625, -0.219, -0.606, -0.317, -0.432, -0.632, 0.028, 0.192, 0.210, 0.216, 0.213, 0.376, 0.467, 0.205, 0.462, 0.208, 0.182, 0.204, 0.210, 0.183, 0.197, 0.206]
}

# 9
{
  "formula": "C6H15NO",
  "method": "ωB97M-V/def2-TZVPD",
  "e_homo_ev": -8.150,
  "smiles": "CC(C)NCCCO",
  "energy_ev": -10001.8003,
  "relative_energy_kj_mol": 188.81,
  "lumo_ev": 1.00,
  "gap_ev": 9.15,
  "species": ["O", "N", "C", "C", "C", "C", "C", "C", "H", "H", "H", "H", "H", "H", "H", "H", "H", "H", "H", "H", "H", "H", "H"],
  "coordinates": [[1.459, 3.445, 0.408], [-0.826, -0.283, 0.194], [1.193, 1.063, 0.871], [-1.335, -1.411, -1.946], [-0.512, -2.700, 0.020], [-0.425, -1.317, -0.725], [-0.282, 1.042, 0.350], [1.534, 2.449, 1.426], [-0.254, 1.591, -0.595], [-0.949, 1.615, 0.993], [0.600, -1.019, -0.975], [-1.575, -0.475, 0.824], [1.317, 0.252, 1.588], [0.769, 2.723, 2.150], [1.772, 0.813, -0.025], [-0.941, -3.479, -0.599], [0.430, -3.042, 0.461], [-2.318, -1.856, -1.761], [1.509, 2.999, -0.425], [-1.072, -2.493, 0.932], [-0.953, -1.950, -2.813], [-1.665, -0.402, -2.233], [2.525, 2.435, 1.881]],
  "nbo_charge": [-0.717, -0.668, -0.447, -0.630, -0.614, -0.042, -0.195, -0.058, 0.162, 0.200, 0.188, 0.370, 0.217, 0.169, 0.188, 0.208, 0.211, 0.204, 0.460, 0.207, 0.209, 0.212, 0.166]
}

# 10
{
  "formula": "C6H15NO",
  "method": "ωB97M-V/def2-TZVPD",
  "e_homo_ev": -9.300,
  "smiles": "CN=C(C)C.CCO",
  "energy_ev": -10002.0909,
  "relative_energy_kj_mol": 160.77,
  "lumo_ev": 0.89,
  "gap_ev": 10.19,
  "species": ["O", "N", "C", "C", "C", "C", "C", "C", "H", "H", "H", "H", "H", "H", "H", "H", "H", "H", "H", "H", "H", "H", "H"],
  "coordinates": [[-3.137, -0.509, 1.359], [1.908, 0.581, 0.032], [1.296, -0.234, -0.754], [-2.270, 1.456, 0.271], [-2.071, -0.016, 0.562], [2.528, 0.127, 1.264], [1.136, -1.715, -0.523], [0.739, 0.325, -2.041], [0.482, -2.152, -1.283], [-2.052, -0.592, -0.367], [2.120, 0.695, 2.106], [-0.253, -0.093, -2.232], [3.604, 0.323, 1.220], [0.684, -1.897, 0.456], [-3.186, 0.045, 2.157], [-2.155, 2.045, 1.187], [-3.279, 1.646, -0.109], [0.657, 1.414, -1.983], [2.113, -2.203, -0.578], [-1.540, 1.812, -0.461], [-1.130, -0.185, 1.095], [1.407, 0.058, -2.864], [2.398, -0.934, 1.488]],
  "nbo_charge": [-0.720, -0.435, 0.308, -0.637, -0.060, -0.445, -0.709, -0.658, 0.222, 0.172, 0.205, 0.208, 0.208, 0.232, 0.460, 0.199, 0.214, 0.234, 0.233, 0.217, 0.157, 0.226, 0.170]
}

# 11
{
  "formula": "C6H15NO",
  "method": "ωB97M-V/def2-TZVPD",
  "e_homo_ev": -9.243,
  "smiles": "C=C(C)CCCN.O",
  "energy_ev": -10001.0795,
  "relative_energy_kj_mol": 258.36,
  "lumo_ev": 0.68,
  "gap_ev": 9.92,
  "species": ["O", "N", "C", "C", "C", "C", "C", "C", "H", "H", "H", "H", "H", "H", "H", "H", "H", "H", "H", "H", "H", "H", "H"],
  "coordinates": [[-0.197, -1.277, -4.249], [-2.377, 0.564, -1.062], [1.960, 0.690, 1.861], [-0.892, 0.885, 1.035], [1.874, -1.146, 0.179], [-0.172, -0.386, 1.372], [1.320, -0.360, 1.086], [-1.123, 1.106, -0.480], [1.885, 0.481, 2.948], [-0.396, -0.563, 2.461], [-2.057, -0.041, -1.799], [-0.667, -1.249, 0.836], [-0.338, 0.605, -1.044], [1.410, -2.023, -0.252], [1.798, 1.757, 1.636], [-0.451, -2.201, -4.366], [-3.049, 0.010, -0.552], [-1.960, 0.648, 1.245], [-1.047, 2.172, -0.651], [3.063, 0.678, 1.623], [-0.637, 1.824, 1.537], [-0.890, -0.936, -3.657], [2.943, -1.237, 0.296]],
  "nbo_charge": [-0.928, -0.853, -0.669, -0.417, -0.417, -0.437, 0.033, -0.214, 0.223, 0.214, 0.339, 0.206, 0.183, 0.201, 0.233, 0.467, 0.363, 0.205, 0.182, 0.215, 0.216, 0.461, 0.192]
}

# 12
{
  "formula": "C6H15NO",
  "method": "ωB97M-V/def2-TZVPD",
  "e_homo_ev": -7.511,
  "energy_ev": -9992.5770,
  "relative_energy_kj_mol": 1078.72,
  "lumo_ev": -3.78,
  "gap_ev": 3.73,
  "species": ["O", "N", "C", "C", "C", "C", "C", "C", "H", "H", "H", "H", "H", "H", "H", "H", "H", "H", "H", "H", "H", "H", "H"],
  "coordinates": [[2.294, -0.451, 1.408], [1.968, -0.097, -1.255], [-0.534, -0.045, 0.655], [-1.902, 0.022, -1.256], [0.973, 1.022, -1.077], [-3.148, 0.121, 0.858], [-1.885, 0.051, 0.093], [0.299, 1.201, 0.345], [2.027, -3.129, -0.903], [-0.290, 2.099, 0.445], [1.514, -2.664, -0.732], [0.058, -0.726, 0.106], [2.781, -0.699, 2.150], [2.267, -0.401, -0.305], [1.427, 1.959, -1.159], [1.048, 1.135, 1.093], [-1.059, -0.638, -1.745], [2.846, 0.295, -1.912], [-0.425, -0.466, 1.750], [-3.114, 1.086, 1.334], [0.071, 0.847, -1.693], [-3.996, 0.153, 0.172], [-3.221, -0.675, 1.628]],
  "nbo_charge": [-1.155, -0.867, -0.494, 0.049, -0.207, -0.653, 0.029, -0.412, -0.003, 0.192, 0.001, 0.270, 0.432, 0.448, 0.202, 0.303, 0.270, 0.370, 0.308, 0.256, 0.171, 0.233, 0.257]
}